(1)
ORCA calculation (ωB97M-V/def2-TZVPD) on C13H19BrIIrN3O6S2 as an isolated structure.

The geometry in XYZ format:
```
46
Properties=species:S:1:pos:R:3:mulliken_spin:R:1
Ir 0.0179 1.0429 0.1995 0.03
O 1.9204 1.6894 0.5126 0.00
S 2.7717 1.0681 -0.6078 -0.01
O 3.9262 0.4148 -0.1233 0.00
O 2.8143 1.9273 -1.7485 0.02
S 1.2152 -0.3640 -1.0939 0.73
N -3.8212 -1.8591 -0.8638 0.00
C -3.4693 -0.7830 -1.8554 0.00
C -2.0770 -0.2523 -1.5597 0.01
N -1.9366 0.2619 -0.1744 0.00
C -2.3298 -0.7977 0.7899 -0.01
C -3.7242 -1.3375 0.5448 0.00
H -3.1882 -2.6572 -0.9753 0.00
H -4.7638 -2.2117 -1.0455 0.00
H -4.2372 -0.0142 -1.7654 0.00
H -3.5155 -1.2080 -2.8564 0.00
H -1.8316 0.5427 -2.2616 0.00
H -1.3380 -1.0451 -1.6912 -0.01
H -2.5749 1.0512 -0.0669 0.00
H -2.2636 -0.4108 1.8043 0.00
H -1.5972 -1.6038 0.7114 0.00
H -4.4980 -0.5763 0.6496 0.00
H -3.9385 -2.1570 1.2289 0.00
N 0.4009 4.3150 -2.3373 0.00
C 0.1712 3.5814 -1.2707 0.01
O -0.1850 2.3825 -1.3983 0.01
C 0.3698 4.2375 0.0712 0.00
I -0.8012 3.2705 1.5719 -0.01
H 0.4263 3.8715 -3.2451 0.00
H 0.6916 5.2776 -2.2707 0.00
H 0.1064 5.2913 0.0613 0.00
H 1.4027 4.1003 0.3880 0.00
Br -0.6629 -4.1011 1.7878 0.00
C 0.2114 -3.2465 3.2477 0.00
C 0.2426 -3.9116 4.4593 0.00
C 0.8522 -3.3069 5.5497 0.00
C 1.4044 -2.0400 5.4352 0.00
C 1.3557 -1.3747 4.2214 0.00
C 0.7702 -1.9800 3.1140 0.02
C 0.7893 -1.2577 1.8108 -0.02
O 1.3230 -1.7662 0.8240 0.21
O 0.1931 -0.1044 1.8231 0.00
H -0.1996 -4.8937 4.5498 0.00
H 0.8907 -3.8341 6.4931 0.00
H 1.8752 -1.5721 6.2883 0.00
H 1.7889 -0.3885 4.1152 0.00
```

Properties
E_HOMO (spin up / spin down)	-0.5123 / -0.5124	hartree
net charge	+2
gap between HOMO and LUMO (spin up / spin down)	7.45 / 6.50	eV
multiplicity	2

(2)
ORCA calculation (ωB97M-V/def2-TZVPD) on C13H19BrOSiSr as an isolated structure.

The geometry in XYZ format:
```
36
Properties=species:S:1:pos:R:3:mulliken_charge:R:1
C -2.4264 -0.8875 -2.6515 -0.36
C -2.7369 0.5114 -2.6554 -0.78
C -1.5341 1.2238 -2.9651 -0.66
H -3.7164 0.9560 -2.4473 0.31
C -0.4923 0.2632 -3.1803 -0.42
C -1.0471 -1.0380 -2.9838 -0.16
H -0.5169 -1.9917 -3.1085 0.30
H -3.1235 -1.7118 -2.4838 0.30
H -1.4331 2.3052 -3.0435 0.34
H 0.5397 0.4796 -3.4674 0.31
Sr -1.1359 0.3338 -0.2081 1.56
Br -2.5634 1.6612 1.8660 -0.87
C -0.1935 -2.9278 1.6638 -0.37
C 0.0799 -3.5498 0.4039 -0.59
C -1.1527 -3.6749 -0.2967 -0.45
H 1.0575 -3.8785 0.0632 0.34
C -2.1861 -3.1248 0.5212 -0.56
C -1.5922 -2.6650 1.7365 -0.76
H -2.1245 -2.1760 2.5558 0.38
H 0.5319 -2.6816 2.4315 0.40
H -1.2799 -4.1139 -1.2855 0.43
H -3.2417 -3.0787 0.2546 0.37
C 3.6654 2.0125 0.4938 -1.07
Si 1.8794 1.6829 1.0633 0.38
C 2.0134 1.2683 2.8951 -0.95
C 0.9752 3.3681 0.9449 -0.96
O 1.1153 0.5726 0.2042 -0.89
H 4.1968 2.7800 1.0739 0.31
H 3.6646 2.3226 -0.5572 0.25
H 4.2377 1.0792 0.5702 0.28
H 2.6741 1.9870 3.4017 0.30
H 1.0385 1.2895 3.3978 0.25
H 2.4364 0.2678 3.0367 0.27
H 0.8442 3.6628 -0.1093 0.21
H -0.0263 3.3273 1.4140 0.29
H 1.5732 4.1451 1.4515 0.29
```

Properties
E_HOMO	-0.0240	hartree
net charge	-2
gap between HOMO and LUMO	5.83	eV

(3)
ORCA calculation (ωB97M-V/def2-TZVPD) on C13H19ClHfN2O3 as an isolated structure.

The geometry in XYZ format:
```
39
Properties=species:S:1:pos:R:3:mulliken_charge:R:1
Cl 2.1098 0.5885 1.9148 -0.34
C 3.5003 0.2403 -1.8075 -0.89
C 2.5999 -0.6708 -2.4515 -0.41
C 2.4641 -1.8247 -1.5985 -0.66
H 2.3307 -0.6065 -3.5065 0.70
C 3.2786 -1.6221 -0.4386 0.69
C 3.9127 -0.3398 -0.5851 -0.25
H 4.6579 0.0486 0.1144 0.49
H 3.8244 1.2019 -2.2082 0.64
H 1.9350 -2.7516 -1.8232 0.55
C 3.5272 -2.6058 0.6590 -1.28
Hf 1.4449 -0.0261 -0.4131 1.14
C 0.1135 -0.4845 -2.4839 0.25
C 1.4494 2.1918 -0.7598 0.43
O -0.5667 -0.7289 -3.3830 -0.18
O 1.3649 3.3441 -0.6531 -0.13
H 2.6659 -3.2688 0.7962 0.35
H 3.7168 -2.0966 1.6111 0.37
H 4.3983 -3.2350 0.4294 0.35
C -1.1900 -0.9920 2.4327 -0.67
N -2.1183 -0.1116 1.7290 0.05
C -3.3409 0.2356 2.4430 -0.92
C -1.7081 0.4111 0.5749 0.58
O -0.4958 0.0765 0.1944 -0.69
N -2.4278 1.2509 -0.1891 0.24
C -3.8430 1.5228 0.0022 -1.12
C -1.8764 1.9009 -1.3878 -0.78
H -1.6802 -1.2913 3.3609 0.32
H -0.2427 -0.4819 2.6546 0.21
H -0.9786 -1.8870 1.8332 0.24
H -3.4214 1.3155 2.6221 0.36
H -4.2357 -0.1326 1.9262 0.32
H -3.2788 -0.2668 3.4072 0.29
H -4.0227 2.1547 0.8794 0.33
H -4.1612 2.0817 -0.8788 0.40
H -4.4387 0.6051 0.0573 0.40
H -0.7923 1.7916 -1.4673 -0.21
H -2.3623 1.4890 -2.2859 0.37
H -2.1126 2.9740 -1.3212 0.44
```

Properties
E_HOMO	-0.5820	hartree
net charge	+2
gap between HOMO and LUMO	6.70	eV

(4)
ORCA calculation (ωB97M-V/def2-TZVPD) on an isolated ion of composition C13H19FN5 and charge +1.

The geometry in XYZ format:
```
38
Properties=species:S:1:pos:R:3:mulliken_charge:R:1
C 3.7051 -3.4048 0.5129 -1.43
C 3.0829 -2.0589 0.2773 0.71
C 3.5124 -1.2478 -0.7735 -0.61
C 2.9684 0.0059 -0.9763 -0.97
C 1.9686 0.4815 -0.1350 1.13
C 1.4137 1.8499 -0.4333 -1.13
N 0.4843 2.3352 0.5920 0.76
N 0.8760 2.8477 1.7127 -0.36
N -0.1691 3.2077 2.4250 -0.46
C -1.2176 2.8369 1.7071 0.67
F -2.4729 3.0020 2.0277 -0.19
N -0.8578 2.2928 0.5497 0.20
C -1.7239 1.8300 -0.5579 -0.93
C -1.3761 0.4568 -1.1355 0.04
C -2.6532 -0.3553 -1.3570 -1.12
C -3.2892 -0.8477 -0.0547 -0.40
N -4.7329 -1.0480 -0.1894 -0.60
C 1.5317 -0.3095 0.9130 -0.06
C 2.0857 -1.5663 1.1118 -0.96
H 4.6219 -3.3032 1.0929 0.29
H 3.9464 -3.8926 -0.4292 0.39
H 3.0261 -4.0474 1.0707 0.36
H 4.2878 -1.5977 -1.4424 0.41
H 3.3270 0.6176 -1.7962 0.43
H 2.2065 2.5948 -0.4501 0.53
H 0.8702 1.8735 -1.3748 0.39
H -2.7157 1.8094 -0.1091 0.62
H -1.7252 2.6155 -1.3130 0.14
H -0.8478 0.5744 -2.0813 0.43
H -0.7079 -0.0898 -0.4688 0.15
H -3.3846 0.2307 -1.9154 0.35
H -2.3971 -1.2077 -1.9865 0.39
H -3.0694 -0.1460 0.7587 0.25
H -2.8114 -1.7885 0.2213 0.39
H -5.0017 -1.9896 0.0546 0.25
H -5.2621 -0.4260 0.4039 0.21
H 0.7709 0.0303 1.6077 0.35
H 1.7303 -2.1660 1.9403 0.38
```

Properties
E_HOMO	-0.4503	hartree
net charge	+1
structure (SMILES)	Cc1ccc(Cn2nnc(F)[n+]2CCCCN)cc1
gap between HOMO and LUMO	8.15	eV

| no. | total energy (hartree) |
| --- | --- |
| 1 | -4894.3917 |
| 2 | -3476.4046 |
| 3 | -1349.7156 |
| 4 | -880.1025 |